Entry 1:
95
Properties=species:S:1:pos:R:3:forces:R:3 method="wB97M-V/def2-TZVPD" spin_multiplicity=5 total_charge=+4 e_homo_ha="-0.5869 / -0.7448" homo_lumo_gap_ha="0.15739 / 0.15747"
Pt 0.11808 -0.11644 -0.75424 1.3 0.9 3.8
C 2.04393 -0.27316 -1.05419 3.8 -0.7 -1.9
O 3.18456 -0.37843 -1.20625 -3.1 0.5 1.0
C -1.65214 0.14838 -0.05083 -2.0 -0.4 -1.6
O -2.65822 0.36814 0.48463 0.3 0.3 1.0
P 0.05989 2.17956 -1.42108 0.0 2.5 -1.0
C -0.31828 2.37644 -3.21905 0.0 -0.2 -0.3
H -0.40631 3.46960 -3.33637 0.1 -0.4 0.2
C -1.22116 3.26138 -0.61804 -0.4 -0.8 0.4
H -2.12833 2.63766 -0.68120 0.2 0.2 0.0
C 1.70801 2.97360 -1.22055 0.2 -0.6 0.0
H 2.36885 2.30618 -1.79920 -0.2 0.1 0.0
C 1.44709 -2.96057 0.77214 0.1 0.4 -0.2
P -0.10107 -2.40512 -0.07691 -0.1 -2.5 0.3
H -0.53518 -4.47160 -1.11322 0.1 0.3 -0.1
H 2.22611 -2.83318 0.00294 -0.2 0.0 0.1
C -1.47705 -3.08916 1.00167 -0.1 0.4 0.1
H -1.18620 -4.14501 1.15090 0.1 0.5 -0.2
C -0.92277 3.50808 0.86223 -0.2 0.1 0.5
H -1.86432 3.78976 1.35864 0.3 0.0 -0.1
H -0.21792 4.34091 1.00094 -0.2 -0.3 -0.1
H -0.52381 2.62520 1.38320 -0.1 0.2 -0.2
C -1.54115 4.58410 -1.32481 0.1 0.2 -0.2
H -0.68916 5.27364 -1.31807 -0.3 -0.2 0.0
H -2.36340 5.06587 -0.77661 0.2 -0.2 -0.1
H -1.88274 4.45085 -2.35745 0.0 0.1 0.3
C 1.81345 4.37284 -1.83072 0.1 0.3 -0.1
H 1.43042 4.43482 -2.85571 0.1 0.0 0.3
H 2.87933 4.63781 -1.87152 -0.3 0.0 0.0
H 1.31148 5.12854 -1.21382 0.2 -0.2 -0.2
C 2.18761 2.95366 0.23324 0.5 0.0 0.3
H 3.28640 2.90145 0.23730 -0.3 0.1 0.0
H 1.81294 2.09512 0.81007 0.1 0.2 -0.3
H 1.89891 3.86933 0.76706 0.1 -0.3 -0.2
C 0.83011 1.90662 -4.12317 0.1 0.2 -0.1
H 1.65594 2.63228 -4.14681 -0.2 -0.3 0.0
H 0.45008 1.81851 -5.14867 0.2 0.0 0.2
H 1.23810 0.92972 -3.83634 0.0 0.0 -0.1
C -1.67491 1.78156 -3.62798 -0.1 0.3 0.1
H -1.73564 0.70033 -3.46207 0.0 0.0 -0.1
H -1.82014 1.95618 -4.70466 0.0 -0.1 0.4
H -2.51115 2.25332 -3.09386 0.2 -0.2 -0.1
C 1.42334 -4.42995 1.19379 0.0 -0.2 0.1
H 1.18229 -5.11280 0.37149 0.0 0.1 0.2
H 0.71972 -4.60840 2.01622 0.2 0.0 -0.2
H 2.42470 -4.69777 1.55539 -0.2 0.0 -0.1
C 1.79046 -2.04498 1.94721 0.3 0.1 0.3
H 1.07998 -2.16025 2.77564 0.2 0.0 -0.2
C -1.38630 -3.07868 -2.51664 -0.3 -0.1 -0.3
H 1.79151 -0.98726 1.65728 0.1 -0.2 0.0
H 2.79217 -2.29709 2.32452 -0.3 0.1 -0.1
C 1.08588 -3.69063 -2.28520 0.1 -0.1 0.0
H -1.67914 -2.02695 -2.42429 -0.1 -0.1 0.0
H -1.05832 -3.22902 -3.55250 -0.1 0.0 0.2
H -2.28593 -3.69044 -2.36126 0.3 0.3 -0.2
C -0.25706 -3.49930 -1.55922 0.2 -0.2 -0.1
H 0.89580 -4.07952 -3.29340 0.1 0.1 0.3
H 1.73289 -4.41551 -1.77509 -0.1 0.3 -0.1
H 1.64918 -2.75531 -2.39521 0.0 0.0 -0.1
C -2.86210 -3.09730 0.34041 -0.2 0.1 -0.2
H -3.12319 -2.12518 -0.09453 0.0 -0.2 0.0
H -3.61698 -3.32550 1.10399 0.2 0.0 -0.2
H -2.95071 -3.86848 -0.43319 0.1 0.3 0.2
C -1.49947 -2.40597 2.37441 0.0 0.1 0.5
H -1.20052 -1.35011 2.32487 -0.1 -0.1 0.0
H -0.84654 -2.91176 3.09881 -0.1 0.1 -0.2
H -2.51342 -2.43242 2.79338 0.1 -0.1 -0.1
H 0.04250 -0.87758 -2.32299 -0.8 0.3 -1.0
H -0.39629 -0.11238 -2.39661 0.1 -0.8 -1.2
C 0.85353 1.18121 7.09494 0.0 0.0 1.2
N 1.34612 1.18522 5.73612 0.4 0.3 -0.3
N 0.51635 1.02318 4.67919 -2.1 -0.8 0.3
C 1.23316 1.18815 3.50158 -0.9 0.0 -2.6
O 0.74374 0.97032 2.36573 0.9 0.4 2.6
C 2.54490 1.58435 3.92787 0.1 -0.1 -1.3
C 2.56636 1.57042 5.29781 0.2 -0.1 1.8
C 3.66132 1.87400 6.24977 0.7 0.2 -0.1
C -0.79332 0.47958 4.78706 1.2 -0.1 -0.1
C -1.82044 1.04300 4.02049 -1.7 0.2 -0.8
C -3.09716 0.48871 4.07971 1.1 1.4 -0.9
C -3.34890 -0.59769 4.92542 -1.1 0.1 -0.2
C -2.30645 -1.17581 5.66286 2.2 -0.2 0.8
C -1.01564 -0.65581 5.56560 -0.9 -1.1 1.1
H -0.00750 1.85118 7.22478 0.2 -0.1 -0.3
H 1.66650 1.52315 7.74109 -0.2 -0.1 -0.1
H 0.56336 0.17567 7.41814 0.2 0.2 -0.1
H 3.34241 1.81988 3.24356 0.2 0.0 0.1
H 3.45687 2.76649 6.86158 -0.1 -0.2 -0.2
H 3.87607 1.02990 6.92241 -0.2 0.2 -0.2
H 4.57088 2.07171 5.66910 -0.2 0.0 0.2
H -1.59622 1.91824 3.41243 -0.2 -0.2 0.1
H -3.89041 0.92434 3.47303 0.1 -0.1 0.2
H -4.36486 -0.98930 5.01325 0.2 0.1 0.0
H -2.48947 -2.02561 6.31967 0.0 0.1 -0.3
H -0.18050 -1.12412 6.08849 -0.4 0.0 -0.2

Entry 2:
122
Properties=species:S:1:pos:R:3:forces:R:3 method="wB97M-V/def2-TZVPD" total_charge=+1 e_homo_ha=-0.3408 homo_lumo_gap_ha=0.06385
C 1.59069 -1.09439 -0.06780 -4.1 0.3 0.9
C 0.70638 0.11300 0.07945 -0.1 -0.6 -1.2
C 0.82901 1.05837 1.14218 0.0 0.8 0.8
C -0.02320 2.18704 1.29654 0.2 -1.8 -1.3
C -1.07914 2.39336 0.32180 1.2 -0.2 1.1
C -1.96251 3.62580 0.54004 0.6 -1.0 0.3
C -3.51476 3.42337 0.34696 0.8 0.5 -0.8
P -4.51944 4.62933 1.44057 -1.8 1.3 0.4
O -4.69505 3.96837 3.01389 0.8 -0.1 -1.1
I -3.23731 6.67435 1.77767 0.0 -0.5 0.3
N -3.75070 4.05116 -0.96204 1.1 -1.6 -1.4
C -4.29410 3.49937 -1.97446 0.3 -2.0 1.2
S -4.47201 4.36619 -3.51387 -0.1 0.2 0.4
S -4.75320 1.82508 -1.47971 0.0 0.2 -0.9
C -4.11421 1.98510 0.25079 -0.8 -0.4 0.3
C -5.36951 1.61771 1.11069 -0.7 -1.0 0.6
C -4.92072 0.97924 2.45209 -0.8 0.2 -1.5
O -3.85246 1.02470 2.91022 0.7 -0.3 0.7
O -5.99287 0.17134 3.20283 -0.4 -2.7 -9.1
C -1.16006 1.46063 -0.75023 -0.3 -0.4 -0.5
C -0.32607 0.32852 -0.91642 0.2 1.6 1.4
H 1.04263 -1.80167 -0.73722 1.0 0.4 0.0
H 1.68345 -1.57468 0.92031 1.0 0.3 -0.5
H 2.67819 -0.75588 -0.56486 -0.1 0.0 0.4
H 1.65269 0.88467 1.87908 -0.9 0.2 -0.8
H 0.12581 2.88364 2.13717 -0.2 -0.4 -0.4
H -1.80198 4.03086 1.56370 0.1 -0.5 -0.6
H -1.58385 4.41862 -0.14434 -0.6 -0.4 0.3
H -5.45141 4.46452 3.36541 0.2 -0.1 0.0
H -3.41814 5.08807 -1.17077 -1.3 2.1 1.1
H -4.07464 3.47802 -4.47257 -0.2 -0.3 0.9
H -3.40833 1.15504 0.47910 0.0 0.9 -0.5
H -5.90977 0.79820 0.57578 0.3 0.6 0.4
H -6.11326 2.42836 1.24632 0.5 -0.4 0.1
H -5.68441 -0.75601 3.35654 0.0 0.7 -0.5
H -1.96166 1.61510 -1.49831 0.6 -0.1 0.4
H -0.46666 -0.37107 -1.75102 0.1 0.4 0.4
C -5.53466 -1.06050 8.00646 0.0 0.0 0.0
C -5.80457 0.43232 8.16588 0.3 -0.3 0.1
C -6.82455 0.96697 7.15144 0.1 -0.2 0.0
C -6.32435 0.76790 5.77962 -1.3 -0.1 0.3
N -5.94473 0.61143 4.69838 2.0 3.4 9.3
H -5.09666 -1.28966 7.03105 0.0 0.0 0.0
H -4.82994 -1.40067 8.76419 0.0 0.0 0.0
H -6.45429 -1.63963 8.11457 0.0 0.0 0.0
H -4.86338 0.97691 8.06454 -0.1 0.1 0.0
H -6.17821 0.62242 9.17258 -0.1 0.1 -0.1
H -6.99520 2.03409 7.30928 0.0 0.0 -0.2
H -7.78351 0.45098 7.25937 0.0 0.0 -0.1
C 3.33158 2.48329 4.02568 -0.1 -0.8 1.6
O 2.80951 1.51838 3.54038 0.1 0.0 -0.5
N 2.94203 3.03533 5.20120 0.1 0.4 -0.4
N 4.40721 3.13978 3.40208 -0.3 0.9 -1.1
H 3.37514 3.84292 5.61605 0.1 -0.1 0.2
H 2.17184 2.59641 5.67972 0.0 0.0 0.0
H 4.74852 2.75697 2.52284 0.4 -0.5 0.4
H 4.86862 3.95039 3.79752 0.9 -0.8 0.6
F -4.90377 11.03459 -1.10404 1.1 0.1 -0.3
P -5.18443 9.57344 -0.41177 -0.3 0.2 -0.5
F -5.89881 8.92083 0.92901 -0.7 -1.1 -0.1
F -5.58842 8.18829 -1.17142 -1.3 -0.1 -0.2
F -6.69365 10.08145 -0.82332 -0.9 -0.4 0.8
F -4.25387 10.12432 0.83718 0.8 0.9 -0.1
F -3.76806 9.10339 -1.10483 1.2 0.5 0.6
Cl 3.87775 0.19775 -0.11974 1.1 0.4 -0.1
Al 3.26525 4.70849 2.48186 -1.1 0.8 -0.9
C -1.02765 -5.89386 -3.79236 0.1 -0.1 0.1
C -1.68449 -5.92078 -2.40771 -0.1 -0.1 -0.1
C -1.00745 -4.83978 -1.55760 -0.2 -0.3 0.3
S -0.43888 -3.58436 -2.70603 -0.5 -0.6 -0.4
O 1.00134 -3.55380 -2.67824 0.0 0.4 0.3
O -1.23218 -2.38675 -2.53706 0.4 0.3 0.2
C -0.96301 -4.42378 -4.19255 -0.1 -0.3 -0.3
H -1.58930 -6.48082 -4.51808 0.0 0.0 0.0
H -0.01851 -6.30905 -3.73033 0.0 0.0 -0.1
H -2.74991 -5.69810 -2.50632 0.0 0.0 0.0
H -1.59773 -6.90069 -1.93873 0.0 0.1 0.0
H -1.70017 -4.39072 -0.84835 0.1 0.1 0.0
H -0.13801 -5.23091 -1.03027 0.1 0.1 -0.1
H -0.25624 -4.22699 -4.99681 0.0 0.2 0.1
H -1.95026 -4.04421 -4.45823 0.0 0.1 0.0
O 4.62980 -3.99731 -7.30239 2.8 -2.3 0.2
P 5.45142 -3.28801 -6.23559 -4.5 5.2 1.3
N 4.30940 -3.42017 -4.96881 -0.7 0.1 1.0
C 3.16789 -2.58333 -4.68120 0.0 0.3 -0.3
C 4.19237 -4.73832 -4.35835 0.7 -0.2 -0.2
N 5.57560 -1.79511 -7.10459 0.7 0.2 -1.6
C 4.85085 -0.57454 -6.82276 0.2 0.2 0.7
C 5.68338 -1.93869 -8.56081 -0.2 -0.3 -0.1
N 6.54416 -2.61074 -5.05092 2.2 -2.1 -1.2
C 6.26186 -1.82407 -3.87126 -0.7 -0.7 0.7
C 7.96216 -2.64571 -5.40764 0.0 0.3 -0.2
H 3.04598 -2.48416 -3.59831 -0.1 -0.2 0.0
H 2.23939 -2.98885 -5.10171 -0.1 0.0 0.1
H 3.27768 -1.56591 -5.04901 0.2 -0.1 -0.2
H 4.98554 -4.88091 -3.61291 0.0 -0.1 0.1
H 4.28644 -5.53247 -5.10606 -0.1 0.0 0.0
H 3.23505 -4.88212 -3.85630 0.0 0.3 -0.1
H 3.76652 -0.70019 -6.93618 0.0 0.1 0.0
H 5.15168 0.22294 -7.50585 0.1 -0.2 -0.1
H 5.07337 -0.17975 -5.83036 -0.2 -0.1 0.1
H 4.70299 -2.05888 -9.03384 0.0 -0.1 -0.1
H 6.29585 -2.79995 -8.82375 -0.1 0.0 0.0
H 6.17459 -1.06588 -8.99987 -0.1 0.1 0.2
H 5.39373 -1.17555 -3.97510 -0.1 -0.1 -0.1
H 7.10144 -1.16790 -3.63059 0.2 -0.2 -0.3
H 6.09440 -2.46829 -3.00055 0.0 0.2 0.1
H 8.25674 -1.73210 -5.93707 0.1 0.0 0.0
H 8.17303 -3.49523 -6.05927 0.0 0.0 0.0
H 8.59703 -2.76107 -4.52566 -0.1 0.0 0.0
C 1.29642 -2.01632 4.07087 0.1 0.1 -0.1
Br 2.68916 -3.10801 3.30426 -0.2 0.1 0.1
Br -0.41825 -2.35796 3.24752 0.2 0.0 0.1
Br 1.21839 -2.19576 5.99394 -0.1 0.1 -0.3
H 1.54966 -0.98371 3.85870 0.0 -0.1 0.0
F -4.08786 6.15638 -0.91319 0.8 0.2 -0.4
C 3.69686 -3.53715 8.05595 0.2 -0.1 0.4
C 4.27759 -3.66427 9.40393 -0.3 0.0 -0.7
N 4.72791 -3.76304 10.45138 0.1 0.0 0.3
H 4.46469 -3.22665 7.34886 0.0 0.0 0.0
H 3.28649 -4.49411 7.73711 0.0 0.0 0.0
H 2.90124 -2.79447 8.06475 0.1 -0.1 0.1

Number 1: maximum force 0.084 hartree/bohr. Number 2: maximum force 0.196 hartree/bohr.